# 1
{"formula": "C4H39O17", "method": "ωB97M-V with the def2-TZVPD basis set", "de_lowest_ev": 6.8056, "charge": -1, "species": ["C", "O", "C", "C", "C", "O", "H", "H", "H", "H", "H", "H", "H", "H", "H", "H", "H", "O", "H", "H", "O", "H", "H", "O", "H", "H", "O", "H", "H", "O", "H", "H", "O", "H", "H", "O", "H", "H", "O", "H", "H", "O", "H", "H", "O", "H", "H", "O", "H", "H", "O", "H", "H", "O", "H", "H", "O", "H", "H", "O"], "xyz": [[-1.72262, 0.98926, 2.85764], [-2.91663, 1.50180, 2.34517], [-1.35292, -0.30715, 2.08372], [-1.34447, -0.48507, 0.48179], [-0.72219, -1.76483, 0.11910], [-0.62137, 0.57269, -0.01607], [-2.03708, 0.64294, 3.86445], [-1.07736, 1.78095, 2.87187], [-0.29467, -0.50543, 2.45519], [-1.94965, -1.16065, 2.49940], [-2.33040, -0.42626, -0.07589], [0.01477, -2.34984, 0.98922], [0.23516, -1.59572, -0.47348], [-1.34630, -2.50068, -0.35692], [4.03768, 2.43145, 0.17624], [-1.17151, 2.02588, -4.72784], [-1.70030, 2.15295, -3.26657], [-1.91237, 2.40628, -4.25065], [-3.05240, 0.86251, -2.63987], [-3.65575, 2.12044, -3.43533], [-3.64492, 1.67325, -2.61889], [2.32454, -1.72105, 2.61569], [1.20174, -2.37760, 2.59945], [1.69393, -1.87374, 3.24633], [0.84809, 0.21640, -0.32010], [2.39067, 0.90753, -0.37250], [1.91643, 0.10367, -0.53265], [1.02688, 0.82823, -2.14760], [-0.42794, 0.66815, -1.47738], [0.06816, 0.74315, -2.46343], [-3.88132, 0.09711, 2.84608], [-3.71133, -1.42888, 2.53862], [-3.97393, -0.81294, 3.20706], [-1.07371, 2.12189, -0.32329], [3.72670, 2.80417, -1.19893], [4.21087, 2.19687, -0.70323], [0.12873, -4.12095, -2.38262], [0.99256, -3.03369, -1.77084], [0.87832, -4.11723, -1.76604], [0.93149, 2.03831, 1.18830], [0.86778, 3.56699, 0.94990], [1.38861, 2.79225, 0.95229], [2.79319, 0.72940, -4.24710], [3.44895, 0.03174, -3.19009], [3.45784, 0.09987, -4.15902], [3.47581, -0.89352, 0.42405], [4.36896, -2.09673, 0.26947], [4.20403, -1.42028, 0.85835], [1.11146, 1.73769, 3.33736], [0.93133, 0.87489, 4.49764], [0.92059, 1.81268, 4.24257], [-2.74350, 1.68003, 1.36606], [-1.79213, 3.52309, -0.63873], [-1.32953, 3.09710, 0.01818], [-1.40287, -3.62782, 1.53794], [-0.80154, -4.30822, 0.35401], [-0.87237, -4.52704, 1.29560], [-0.01674, -0.85159, -3.09559], [1.12951, -1.67475, -3.08281], [0.15503, -1.84996, -3.35529]], "forces_ev_per_a": [[-2.55, -3.19, -0.47], [-1.35, 1.04, -2.65], [1.22, -1.29, 0.39], [-1.06, 1.97, 1.58], [5.08, -2.64, 1.43], [1.47, 1.12, -1.16], [0.90, 0.39, -0.27], [2.35, 1.46, 0.15], [-0.93, -0.11, -0.89], [0.73, 0.86, -0.20], [0.21, -0.32, 1.32], [-2.75, 1.63, -1.75], [-1.75, 0.00, -0.17], [-0.15, -0.19, -0.24], [-0.39, 0.49, 2.14], [0.16, -0.03, -0.08], [-0.27, 0.81, -2.81], [1.00, -0.41, 2.27], [-1.31, 1.72, -0.54], [0.43, 0.25, -1.74], [0.19, -2.37, 2.93], [4.01, 1.54, -1.95], [-1.54, -0.83, 0.48], [-2.28, -0.70, 1.51], [2.01, 0.39, 0.32], [0.23, 1.02, 0.27], [-1.82, -1.23, -0.02], [-1.85, -0.26, -0.55], [0.99, -0.09, -1.38], [0.46, 0.29, 1.53], [0.09, -0.54, -0.19], [-0.01, -0.18, -0.61], [-1.04, 0.45, 0.99], [-0.70, 2.22, 1.33], [-1.27, 1.61, -1.38], [1.50, -2.07, -0.70], [0.21, -0.23, 0.01], [-0.39, -4.20, 0.17], [0.05, 4.16, -0.04], [-2.25, -2.11, 0.44], [-1.51, 0.71, 0.02], [3.79, 1.20, -0.64], [-1.97, 1.84, -0.91], [0.49, -0.37, -0.14], [1.44, -1.47, 1.18], [0.78, -0.59, 0.45], [0.60, -2.33, -1.95], [-1.70, 2.96, 1.47], [0.55, 0.29, -2.07], [-0.05, 0.35, 0.24], [-0.20, -0.65, 1.96], [-0.40, 0.05, 1.79], [-1.69, 1.39, -2.40], [2.09, -3.46, 1.48], [1.86, -3.36, -0.29], [0.54, -0.63, -0.06], [-2.32, 3.39, 0.57], [-0.67, -1.60, -0.57], [-1.75, -1.18, -1.13], [2.53, 3.02, 1.53]]}

# 2
{"formula": "C4H3AuO4", "method": "ωB97M-V with the def2-TZVPD basis set", "multiplicity": 3, "energy_ev": -16050.1620, "s2": 2.02, "charge": 2, "species": ["C", "C", "H", "O", "C", "O", "H", "O", "C", "O", "Au", "H"], "xyz": [[-3.02610, 0.02879, 1.69230], [-3.38262, -0.51203, 2.82802], [-4.20771, -1.21854, 2.96474], [-3.55236, 0.86298, -0.37490], [-2.75772, 0.11488, 0.37965], [-2.01527, -0.73968, -0.33152], [-4.46467, 0.81210, 0.06757], [-2.67662, -0.27007, 3.99898], [-3.17513, -0.76277, 5.12654], [-2.56946, -0.42518, 6.17595], [-4.07135, -1.47348, 6.39949], [-1.77615, -1.51470, 0.19069]], "forces_ev_per_a": [[0.13, -1.14, 3.31], [0.32, -0.16, 0.11], [-0.03, 0.27, -0.48], [-0.19, -0.93, 1.34], [-1.14, -1.46, -5.07], [-1.10, 2.25, 1.28], [1.33, 1.06, -0.88], [-1.07, -0.40, -0.20], [7.12, 5.55, -5.40], [5.49, 3.75, -2.00], [-11.59, -8.55, 7.69], [0.74, -0.23, 0.30]]}

# 3
{"formula": "C4H3Br3S", "method": "ωB97M-V with the def2-TZVPD basis set", "multiplicity": 3, "energy_ev": -225154.2348, "s2": 2.01, "charge": 0, "species": ["C", "C", "C", "C", "S", "Br", "Br", "Br", "H", "H", "H"], "xyz": [[0.04764, 0.21576, 0.08496], [-0.16840, -0.46078, 1.20888], [-1.03197, 0.75757, -0.72823], [-2.64685, -0.46830, 0.29415], [-1.77753, -0.82260, 1.80218], [-1.49414, 2.56594, -0.46616], [-2.84665, -1.97743, -0.87945], [-4.20540, 0.58415, 0.45607], [1.06606, 0.40101, -0.22730], [0.61085, -0.82108, 1.85586], [-1.19437, 0.42742, -1.74613]], "forces_ev_per_a": [[-0.10, -0.09, 0.18], [-0.37, 0.12, 0.05], [2.04, 1.76, -1.57], [-2.27, -2.32, 1.99], [-0.36, 0.60, -0.73], [0.17, -0.18, 0.03], [0.21, 0.61, 0.10], [0.13, -0.38, 0.02], [0.28, -0.13, -0.17], [0.27, -0.09, 0.03], [0.00, 0.10, 0.06]]}

# 4
{"formula": "C4H3BrINO2S", "method": "ωB97M-V with the def2-TZVPD basis set", "de_lowest_ev": 1.3272, "charge": 0, "species": ["C", "C", "C", "C", "N", "O", "O", "S", "Br", "I", "H", "H", "H"], "xyz": [[0.49878, 0.58822, 0.37673], [0.59203, -0.67224, -0.11295], [-0.63356, 1.42164, 0.16788], [-1.97314, 1.26655, 0.04525], [1.71804, -1.41636, 0.36120], [2.24937, -0.96857, 1.35148], [2.03584, -2.43844, -0.22445], [-0.05169, -1.40862, -1.52786], [-2.83585, -0.41343, 0.15305], [-3.39639, 2.87213, -0.06738], [1.32090, 1.04321, 0.87489], [-0.41606, 2.55082, 0.18665], [0.89172, -2.42492, -1.58450]], "forces_ev_per_a": [[-1.38, -1.22, -0.87], [0.42, 0.72, -0.75], [-1.37, 3.71, -0.37], [0.13, -0.47, 0.23], [0.84, -0.30, 0.64], [0.79, -0.54, 0.36], [1.01, -0.17, 0.86], [-1.16, -0.34, -1.00], [0.19, 0.18, 0.02], [0.98, -0.66, -0.02], [0.37, -0.14, 0.68], [0.00, -1.72, 0.00], [-0.83, 0.95, 0.23]]}

# 5
{"formula": "C4H3Cl2N3O2", "method": "ωB97M-V with the def2-TZVPD basis set", "de_lowest_ev": 2.7466, "smiles": "O=[N+]([O-])/N=C(Cl)/C=C\\N=C/Cl", "charge": 0, "species": ["C", "C", "C", "C", "N", "N", "N", "O", "O", "Cl", "Cl", "H", "H", "H"], "xyz": [[0.60941, 1.46907, -0.55655], [1.64517, 0.65921, -0.25196], [-0.73570, 1.19474, -0.26808], [1.34096, -1.70924, 0.43918], [1.57556, -0.50179, 0.40829], [-1.00077, 0.00707, 0.13352], [-2.16844, -0.52417, 0.56008], [-2.34572, -1.64108, 0.15808], [-2.88540, 0.04332, 1.31053], [-1.94677, 2.26819, -0.72403], [1.13493, -2.60551, -1.05581], [0.98969, 2.41928, -0.81384], [2.48415, 0.95765, -0.78971], [1.30293, -2.03675, 1.45031]], "forces_ev_per_a": [[0.97, 0.57, 0.78], [-1.90, -1.81, -0.45], [-1.10, -1.76, 0.14], [0.47, 1.17, -1.13], [0.57, 1.52, 0.15], [1.72, 0.28, 0.53], [0.01, -0.40, -1.31], [-0.24, -1.50, -0.56], [-1.09, 1.73, 1.63], [-0.76, 1.14, -0.17], [-0.14, -0.23, 0.89], [-0.53, 1.06, -0.89], [2.27, 0.15, 0.13], [-0.25, -1.91, 0.27]]}

# 6
{"formula": "C4H3Cl2NS", "method": "ωB97M-V with the def2-TZVPD basis set", "de_lowest_ev": 0.0000, "smiles": "S=C=NC/C(Cl)=C\\Cl", "charge": 0, "species": ["S", "Cl", "Cl", "C", "N", "C", "C", "C", "H", "H", "H"], "xyz": [[2.67997, 2.43725, 1.03227], [-0.02742, -2.17302, 1.55774], [-0.44693, -0.39941, -2.49876], [1.28203, 1.97280, 0.44575], [0.19687, 1.63259, 0.08080], [0.00038, -1.86104, -0.14567], [-0.34426, -0.62300, -0.71553], [-0.81341, 0.54716, 0.11983], [0.23963, -2.71000, -0.82360], [-1.79298, 0.92708, -0.21556], [-0.97387, 0.24959, 1.16272]], "forces_ev_per_a": [[-0.31, 0.02, -0.40], [0.12, 0.11, -0.61], [0.30, -0.36, 1.73], [-0.71, -0.60, 0.40], [-0.15, -0.23, 0.02], [-0.85, 2.54, -2.59], [0.11, -2.76, 1.20], [0.64, 0.68, -0.16], [-0.10, 0.68, 0.87], [0.62, -0.01, -0.23], [0.33, -0.07, -0.23]]}

# 7
{"formula": "C4H3Cl2O4P", "method": "ωB97M-V with the def2-TZVPD basis set", "de_lowest_ev": 0.3289, "charge": -2, "species": ["C", "C", "C", "C", "O", "O", "O", "O", "P", "Cl", "Cl", "H", "H", "H"], "xyz": [[0.20671, 0.06065, 1.86887], [-0.31659, 0.86155, 0.75720], [-1.04126, 0.26308, -0.42258], [0.14862, 0.57668, -0.76151], [0.63773, 0.68274, 2.75978], [1.50486, -3.40527, 1.54601], [0.19628, -1.30489, 1.79884], [2.13948, -1.22229, 0.23419], [1.15868, -2.11710, 0.87440], [-3.28662, 6.13548, -7.50731], [-0.15490, -2.76036, -0.56013], [-0.43661, 1.87925, 1.19924], [-1.89895, -0.34803, -0.65789], [1.14256, 0.69852, -1.12911]], "forces_ev_per_a": [[-0.27, -0.28, -2.81], [-0.56, 0.05, -1.61], [-0.30, -0.18, 0.19], [0.26, 0.97, 2.48], [1.20, 0.45, 3.55], [-0.03, 1.05, -0.08], [-1.51, 1.47, 1.78], [0.10, 0.51, -0.11], [2.31, -3.22, -0.42], [-0.03, 0.05, -0.06], [-0.77, -0.33, -0.95], [-0.24, -0.56, -1.17], [-0.04, 0.33, -0.09], [-0.11, -0.32, -0.69]]}

# 8
{"formula": "C4H3Cl3", "method": "ωB97M-V with the def2-TZVPD basis set", "de_lowest_ev": 3.3906, "charge": 0, "species": ["C", "C", "C", "C", "Cl", "Cl", "Cl", "H", "H", "H"], "xyz": [[-1.62727, -0.20536, 0.04581], [-1.73502, -1.86128, 0.08270], [-2.41048, 0.98614, 0.01461], [-0.12754, 0.00050, 0.01670], [-3.28993, -2.39662, -0.02014], [-4.12596, 0.88941, -0.00563], [-1.79530, 2.56987, 0.00266], [0.24001, -0.33117, -0.95395], [0.34164, -0.63445, 0.76407], [0.17538, 1.02605, 0.17712]], "forces_ev_per_a": [[0.09, 0.85, 0.01], [0.03, 3.64, -0.03], [0.77, -4.44, 0.11], [-0.10, -0.02, 0.01], [-1.12, -0.37, -0.06], [-0.05, 0.12, 0.02], [0.08, 0.12, -0.03], [0.16, 0.01, -0.06], [0.05, -0.03, 0.04], [0.09, 0.11, 0.00]]}

Q: Among the records above, which one has the highest charge?
A: C4H3AuO4

Q: Which formula does entry 8 have?
A: C4H3Cl3

Q: The highest charge belongs to which entry?
A: C4H3AuO4